11
Properties=species:S:1:pos:R:3:forces:R:3 method="wB97M-V/def2-TZVPD" spin_multiplicity=1 lumo_ev=-1.9 homo_ha=-0.37110 orbital_gap_ev=8.148 smiles="O=CC1=CC(=O)C=N1" e_above_lowest_ev=1.580
C 1.8419 -0.8246 -0.7924 -0.683 1.771 0.595
C 0.5139 -0.4476 -0.1763 -3.366 1.735 0.601
C -0.5717 0.1406 -0.7723 2.404 -1.546 -1.447
C -1.6089 0.5721 0.2067 3.494 -0.180 0.841
C -0.8130 0.3364 1.5108 0.227 -0.953 0.684
H 2.6832 -0.9064 -0.0354 -0.527 -0.490 -0.875
H -0.4964 0.3577 -1.8153 -0.735 0.033 -0.586
H -1.1464 0.6502 2.5446 0.449 -0.610 -1.305
N 0.2759 -0.2962 1.2662 0.362 0.263 1.327
O 1.9529 -0.7025 -1.9874 0.531 -0.766 0.533
O -2.6313 1.1205 0.0509 -2.156 0.743 -0.366

12
Properties=species:S:1:pos:R:3:forces:R:3 method="wB97M-V/def2-TZVPD" spin_multiplicity=1 lumo_ev=-1.7 homo_ha=-0.38650 orbital_gap_ev=8.790 smiles="O=C(O)C1=CC=NC1=O" e_above_lowest_ev=0.000
C 0.8956 1.2486 -0.0490 0.414 0.911 2.972
C 0.0902 0.0239 -0.2497 -0.736 0.331 -0.340
C -0.5314 -0.3575 -1.3810 0.669 -0.080 0.274
C -1.3479 -1.5440 -0.9869 0.294 -0.585 1.792
C -0.4348 -0.8727 0.8495 -0.145 -0.465 -1.819
H 1.6036 2.6229 -1.0968 -0.052 -0.488 0.016
H -0.4230 0.0109 -2.4161 -0.131 -0.080 0.908
H -1.8999 -2.1290 -1.6838 -0.455 -0.350 -0.454
N -1.2931 -1.8831 0.2723 -0.242 0.852 -2.307
O 1.2053 1.7381 -1.2283 0.631 1.268 -1.150
O 1.2012 1.8063 1.0168 -0.877 -1.625 -2.492
O -0.1889 -0.8334 1.9856 0.628 0.311 2.600

11
Properties=species:S:1:pos:R:3:forces:R:3 method="wB97M-V/def2-TZVPD" spin_multiplicity=1 lumo_ev=-2.4 homo_ha=-0.35493 orbital_gap_ev=7.235 smiles="C=C1C(=O)N=CC1=S" e_above_lowest_ev=3.511
C -1.0276 -1.2258 1.4244 -1.611 1.665 -1.052
C -0.0618 -0.5758 0.6204 -1.941 -1.181 2.603
C -0.5748 0.5266 -0.3018 -0.593 -3.097 -2.239
C 0.6959 1.0505 -0.8211 4.690 1.741 -0.958
C 1.5356 -0.5464 0.6397 -1.482 2.981 -0.515
H -1.2061 -1.9541 2.3849 1.529 1.768 -2.821
H -2.0967 -0.7939 1.0220 2.449 -1.362 1.317
H 0.7712 1.9560 -1.5751 -0.477 -1.993 1.588
N 1.9110 0.5289 -0.4633 -5.037 -0.522 0.617
O 2.2960 -0.8938 1.4855 -0.566 -0.449 -0.994
S -2.0386 0.5541 -1.2402 3.039 0.448 2.456

9
Properties=species:S:1:pos:R:3:forces:R:3 method="wB97M-V/def2-TZVPD" spin_multiplicity=1 lumo_ev="-0.7 / -0.7" homo_ha="-0.28466 / -0.28611" orbital_gap_ev="7.075 / 7.064" smiles="C#P=C=C1C=C1" e_above_lowest_ev=2.671
C 0.2074 1.0398 0.3453 0.907 1.116 4.241
C 0.6853 1.1198 3.5196 0.682 -1.558 -1.173
C -0.3610 -0.7641 -1.5711 1.902 3.788 0.280
C 0.1335 0.3075 -0.7030 -1.208 -1.241 -2.546
C 0.0948 0.3555 -2.1314 -0.210 -1.671 0.448
P 0.3865 0.5446 2.0183 0.028 0.274 0.274
H -0.8646 -1.6448 -1.6376 -1.045 -2.374 -0.223
H 0.3399 0.8597 -3.0352 -0.083 0.389 -0.392
H 1.0665 0.3560 4.2856 -0.973 1.277 -0.909

9
Properties=species:S:1:pos:R:3:forces:R:3 method="wB97M-V/def2-TZVPD" spin_multiplicity=1 lumo_ev="-0.7 / -0.7" homo_ha="-0.31534 / -0.29543" orbital_gap_ev="7.836 / 7.383" e_above_lowest_ev=6.115
C 0.8504 0.8979 -0.6031 -2.127 3.164 1.099
C -0.0566 1.5708 0.1563 1.327 -0.506 -2.189
C 1.4618 -0.2092 -0.7104 -0.095 -3.922 1.037
C -0.0425 -0.8358 0.4159 2.792 -0.255 -1.362
C -0.8937 0.3785 0.4808 -1.126 0.434 -1.565
H 2.3590 -0.7774 -1.1431 -1.926 1.088 0.904
H -0.6012 -1.7164 0.1438 0.339 -0.828 -0.454
H -1.2447 0.5754 1.4565 -0.992 -0.293 1.404
H -1.8324 0.1162 -0.1968 1.808 1.118 1.126

9
Properties=species:S:1:pos:R:3:forces:R:3 method="wB97M-V/def2-TZVPD" spin_multiplicity=1 lumo_ev="-0.5 / -0.5" homo_ha="-0.29239 / -0.29046" orbital_gap_ev="7.413 / 7.384" e_above_lowest_ev=3.830
C -0.2626 1.4439 1.6946 -0.092 -0.371 -0.217
C -0.4140 0.3255 1.0726 -0.063 0.477 -0.027
C -0.3213 -0.6646 0.0927 0.010 -0.113 0.011
C 0.3049 -0.4841 -1.1704 0.208 0.067 -0.440
C 0.8320 -0.3832 -2.2522 -0.175 -0.023 0.414
H -0.9674 2.2607 1.8108 0.085 -0.109 -0.048
H 0.1697 -0.5311 1.6174 0.107 -0.100 0.137
H -0.6432 -1.6718 0.3421 0.024 0.165 -0.015
H 1.3019 -0.2953 -3.2076 -0.103 0.008 0.185

9
Properties=species:S:1:pos:R:3:forces:R:3 method="wB97M-V/def2-TZVPD" spin_multiplicity=1 lumo_ev=0.8 homo_ha=-0.36289 orbital_gap_ev=10.651 smiles=C#CCC#C e_above_lowest_ev=1.293
C 2.2357 0.5135 -0.4757 -0.722 0.045 0.082
C 1.1713 0.1980 -0.0416 -0.848 -0.530 1.792
C 0.0117 -0.2818 0.7603 1.188 -0.015 3.282
C -1.1775 -0.3548 0.0455 -3.851 1.561 -1.528
C -2.2630 -0.0511 -0.4238 2.236 -1.131 -0.006
H 3.1060 0.9217 -0.8568 1.107 0.319 -0.582
H -0.2902 0.2929 1.7832 1.298 -0.628 -2.438
H 0.1576 -1.2908 1.1803 0.778 0.185 -0.254
H -2.8426 -0.0659 -1.2948 -1.186 0.193 -0.348

9
Properties=species:S:1:pos:R:3:forces:R:3 method="wB97M-V/def2-TZVPD" spin_multiplicity=1 lumo_ev=1.0 homo_ha=-0.34216 orbital_gap_ev=10.284 smiles=C#CC#CC e_above_lowest_ev=0.000
C 2.0443 0.0132 -0.0086 1.335 -0.630 0.544
C 0.6014 -0.0428 0.0234 -0.207 0.079 -0.012
C -0.6005 -0.0370 0.0370 -0.293 -0.102 0.147
C -1.9856 -0.0371 0.0551 -0.775 0.215 -0.221
C -3.1941 0.0231 -0.0004 0.512 -0.237 -0.095
H 2.4996 -0.8561 -0.5421 -0.487 0.662 0.229
H 2.4077 0.9355 -0.4626 -0.119 -0.049 -0.164
H 2.4933 -0.0091 1.0145 -0.536 -0.005 -0.609
H -4.2659 0.0102 -0.1165 0.572 0.067 0.182

Computed largest force on an atom, in the same sequence as the records: 3.8 3.1 5.1 4.5 4.1 0.5 4.4 1.6 eV/A.